{"formula": "C42H25ClF4N11O6Zr", "method": "the ωB97M-V functional and the def2-TZVPD basis", "symbols": ["Zr", "C", "N", "C", "C", "N", "C", "C", "C", "C", "C", "C", "N", "C", "N", "C", "C", "C", "C", "C", "C", "N", "H", "H", "H", "H", "H", "H", "H", "H", "H", "H", "H", "H", "H", "H", "H", "O", "C", "C", "C", "C", "C", "C", "C", "N", "N", "C", "O", "C", "C", "C", "C", "C", "C", "H", "H", "H", "H", "H", "H", "H", "H", "H", "H", "F", "C", "C", "F", "C", "C", "C", "F", "C", "C", "C", "N", "C", "N", "F", "C", "C", "N", "C", "N", "O", "Cl", "O", "O", "O"], "positions_angstrom": [[-0.707, -0.340, -0.400], [-2.190, -0.039, -3.595], [-1.284, -0.936, -2.884], [-1.498, -2.360, -3.122], [-1.859, -3.037, -1.836], [-1.766, -2.464, -0.658], [-2.085, -3.453, 0.260], [-2.087, -3.457, 1.653], [-2.488, -4.611, 2.294], [-2.864, -5.756, 1.587], [-2.818, -5.796, 0.209], [-2.419, -4.635, -0.436], [-2.258, -4.329, -1.769], [-2.751, 0.982, -2.657], [-2.572, 0.962, -1.358], [-3.256, 2.068, -0.874], [-3.426, 2.561, 0.417], [-4.228, 3.671, 0.587], [-4.851, 4.305, -0.490], [-4.672, 3.857, -1.783], [-3.871, 2.738, -1.954], [-3.518, 2.020, -3.074], [-1.695, 0.482, -4.429], [-3.028, -0.611, -4.020], [-0.320, -0.679, -3.099], [-2.291, -2.528, -3.865], [-0.585, -2.838, -3.508], [-1.768, -2.593, 2.211], [-2.508, -4.636, 3.372], [-3.186, -6.629, 2.133], [-3.074, -6.688, -0.340], [-2.361, -4.972, -2.538], [-2.960, 2.082, 1.259], [-4.386, 4.061, 1.580], [-5.490, 5.154, -0.305], [-5.142, 4.348, -2.619], [-3.779, 2.244, -4.021], [-2.148, -0.296, 0.977], [-2.177, -0.044, 2.251], [-3.120, -0.697, 3.082], [-3.145, -0.493, 4.439], [-2.276, 0.424, 5.040], [-1.404, 1.144, 4.259], [-1.310, 0.922, 2.875], [-0.415, 1.703, 2.083], [-0.194, 1.446, 0.830], [0.592, 2.315, 0.150], [0.606, 2.075, -1.144], [-0.052, 1.090, -1.656], [1.329, 2.994, -2.026], [1.089, 2.920, -3.399], [1.699, 3.806, -4.264], [2.568, 4.767, -3.767], [2.841, 4.824, -2.408], [2.223, 3.947, -1.534], [-3.811, -1.378, 2.607], [-3.851, -1.036, 5.048], [-2.309, 0.580, 6.107], [-0.759, 1.885, 4.707], [0.066, 2.574, 2.533], [0.418, 2.155, -3.758], [1.501, 3.755, -5.325], [3.037, 5.466, -4.443], [3.537, 5.562, -2.037], [2.423, 3.979, -0.475], [2.708, -2.625, 1.200], [3.759, -1.846, 1.496], [4.975, -2.098, 0.937], [5.124, -3.118, 0.103], [6.119, -1.289, 1.242], [5.943, -0.331, 2.290], [4.720, -0.094, 2.850], [4.609, 0.837, 3.798], [3.549, -0.782, 2.419], [2.256, -0.427, 2.831], [1.146, -0.934, 2.168], [0.220, -1.281, 1.562], [1.987, 0.558, 3.804], [1.711, 1.345, 4.590], [6.993, 0.376, 2.697], [7.307, -1.403, 0.529], [7.464, -2.263, -0.578], [7.648, -2.924, -1.497], [8.447, -0.609, 0.771], [9.399, 0.018, 0.893], [1.804, -0.141, -0.342], [1.834, -1.133, -1.372], [1.628, -0.557, -2.643], [3.037, -1.831, -1.323], [0.702, -1.985, -1.105]], "relative_energy_kcal_mol": 12.9, "total_energy_ha": -3575.643790, "orbital_gap_ev": 4.307, "charge": 1}